(1)
Here is a 3-piece molecular cluster, C21H40BN2O8 overall from the OMol25 dataset. Energies are from the ωB97M-V functional and the def2-TZVPD basis.

Results
HOMO energy (eV): -10.2
Net charge: +1
Multiplicity: 1
Energy (a.u.): -1560.05270
Lowest unoccupied orbital energy (eV): -4.59

Last column: Mulliken charge in e.
Positions of all 72 atoms, in Å:
1 C 0.17134 -1.12044 6.26330  0.17
2 C -0.77780 -0.64887 5.69148  -1.05
3 C -2.03096 -0.24669 5.04226  0.64
4 N -3.09813 -1.00409 5.16840  -0.93
5 N -4.17296 -0.55855 4.59600  0.86
6 C -5.39859 -1.39861 4.78015  -0.73
7 B -6.36993 -0.55718 5.78511  0.56
8 O -7.73695 -0.51707 5.64523  -0.47
9 O -5.76591 0.18770 6.82731  -0.52
10 C -4.32896 0.54145 3.86976  -0.28
11 C -3.20468 1.39724 3.69880  -0.71
12 C -1.97725 1.00650 4.30617  0.84
13 C -0.71227 1.86490 4.21693  -0.19
14 C -1.11936 3.36462 4.11820  -1.33
15 H 1.06730 -1.35896 6.82453  0.45
16 H -5.89987 -1.56766 3.80797  0.28
17 H -5.14667 -2.36424 5.25382  0.34
18 H -7.98331 0.41814 5.73961  0.33
19 H -5.50668 1.02906 6.41567  0.30
20 H -5.29618 0.80506 3.42514  0.39
21 H -3.31445 2.32498 3.13178  0.33
22 H -0.08804 1.51229 3.37436  0.29
23 H -0.14956 1.69239 5.15663  0.36
24 H -0.19468 3.96981 4.12228  0.38
25 H -1.76726 3.59632 3.25696  0.27
26 H -1.69364 3.65608 5.02280  0.42
27 C 0.08359 -0.62316 -0.66574  -0.91
28 O -0.08704 0.56986 -1.40965  -0.14
29 C -1.28079 1.27196 -1.11484  -0.55
30 C -1.02560 2.75420 -0.89451  -0.31
31 O -0.24371 3.08955 0.24694  -0.45
32 C 1.13472 2.72098 0.24220  -0.10
33 C 2.00674 3.40865 -0.79528  -0.81
34 O 1.68926 2.98835 -2.11110  -0.16
35 C 1.59009 4.04003 -3.05261  -0.91
36 H -0.39554 -1.45807 -1.18296  0.29
37 H 1.15264 -0.82208 -0.59426  0.25
38 H -0.31273 -0.53261 0.35177  0.41
39 H -1.78640 0.85309 -0.23576  0.31
40 H -1.94810 1.15787 -1.97735  0.38
41 H -1.99847 3.22652 -0.72627  0.46
42 H -0.62383 3.22418 -1.79083  0.03
43 H 1.24322 1.63728 0.19296  0.07
44 H 1.51093 3.01413 1.22752  0.42
45 H 3.05380 3.14280 -0.60802  0.37
46 H 1.90548 4.49382 -0.68918  0.41
47 H 1.12636 4.93278 -2.62076  0.42
48 H 0.96167 3.69806 -3.87554  0.24
49 H 2.58067 4.29069 -3.44376  0.29
50 C 3.11198 -5.60820 -3.13287  -0.84
51 O 3.36927 -4.21686 -3.09488  -0.26
52 C 4.69023 -3.85942 -3.47508  -0.52
53 C 4.70863 -2.71432 -4.47563  -0.16
54 O 4.15018 -2.99268 -5.75253  -0.47
55 C 2.74656 -3.20360 -5.84725  -0.32
56 C 1.87049 -2.00399 -5.52627  -0.57
57 O 1.92306 -1.66364 -4.15003  -0.21
58 C 2.07070 -0.28035 -3.89590  -0.91
59 H 3.38498 -6.06543 -2.17750  0.29
60 H 2.04281 -5.74539 -3.29620  0.24
61 H 3.64424 -6.10208 -3.95072  0.40
62 H 5.23173 -4.71478 -3.89266  0.35
63 H 5.21248 -3.53588 -2.56671  0.36
64 H 5.75859 -2.47530 -4.66734  0.43
65 H 4.27434 -1.80949 -4.05041  -0.04
66 H 2.44764 -4.07793 -5.26886  0.06
67 H 2.56759 -3.46323 -6.89444  0.43
68 H 0.82919 -2.25337 -5.76405  0.38
69 H 2.17207 -1.15980 -6.15525  0.34
70 H 2.73829 0.20018 -4.61901  0.52
71 H 2.50872 -0.16276 -2.90418  0.18
72 H 1.09235 0.20889 -3.91032  0.31

Force components x, y, z for each atom (eV/Å):
0.2 0.7 0.1
-1.1 -0.8 -0.1
2.2 1.4 -0.2
0.7 0.3 0.2
-2.3 -1.1 -0.8
-1.0 0.1 0.5
-0.3 0.0 1.0
1.3 0.3 -0.9
-0.3 0.1 -1.7
2.0 1.6 -0.3
0.3 -1.2 0.8
-1.4 -0.2 -0.5
-1.1 0.0 0.6
0.3 -0.1 0.5
-0.5 -0.1 -0.4
0.5 0.0 0.4
0.2 0.5 -0.4
-0.6 -0.5 0.6
0.3 0.0 0.8
0.3 -0.5 0.4
0.1 -0.5 0.2
-0.3 0.2 0.3
-0.1 0.1 -0.6
-0.6 -0.1 -0.3
0.7 0.0 0.1
0.4 -0.2 -0.4
0.1 0.0 -0.4
-0.1 0.0 0.6
0.2 0.1 -0.3
-0.2 0.2 -0.1
0.0 -0.1 0.0
0.1 -0.1 0.2
0.0 -0.2 -0.1
-0.3 0.2 0.1
0.2 -0.2 -0.1
0.0 -0.1 0.1
0.0 -0.1 -0.1
-0.1 0.0 0.0
0.1 0.0 0.0
-0.2 0.1 0.1
0.0 0.0 0.1
0.1 -0.2 -0.1
0.0 0.0 -0.3
-0.1 0.2 0.0
0.0 0.1 0.2
0.0 0.0 -0.1
0.0 0.0 0.0
0.1 -0.1 0.0
-0.1 0.2 0.0
-0.1 0.2 0.2
0.1 -0.3 -0.4
-0.2 0.2 0.1
0.1 0.2 0.0
0.0 0.0 0.1
-0.1 -0.2 -0.1
0.0 -0.2 0.2
0.3 0.1 -0.1
-0.2 -0.1 0.0
0.1 -0.2 -0.1
0.0 0.0 0.1
0.0 0.0 0.0
-0.1 0.0 0.0
0.2 0.0 -0.1
0.0 -0.1 -0.1
-0.2 -0.1 0.1
-0.1 0.1 0.2
0.1 0.1 0.0
0.0 -0.1 -0.2
0.0 0.0 0.1
0.0 0.0 0.0
-0.1 0.0 0.0
0.1 0.2 0.0

(2)
Here is a 3-piece molecular cluster, C21H40F3NO11P overall from the OMol25 dataset. Energies are from the ωB97M-V functional and the def2-TZVPD basis.

Results
HOMO energy (eV): -4.3
Net charge: -1
Multiplicity: 1
Energy (a.u.): -2347.47034
Lowest unoccupied orbital energy (eV): 2.27

Last column: Mulliken charge in e.
Positions of all 77 atoms, in Å:
1 C -3.34669 -5.38675 -1.38646  -1.31
2 C -2.50578 -4.35328 -0.65805  0.08
3 O -3.32035 -3.67593 0.26802  -0.39
4 C -2.63827 -2.58175 0.89018  -0.82
5 P -2.80902 -0.96511 -0.17690  1.17
6 N -4.44391 -0.65036 0.52918  -0.99
7 C -3.01556 0.50854 -1.35742  0.06
8 C -4.38769 0.55601 -2.02610  -1.29
9 O -1.13272 -1.16232 -0.75570  -0.71
10 C -0.16747 -0.99105 0.21967  0.12
11 C 1.18180 -0.71116 -0.42803  -1.14
12 O 2.01352 -1.86978 -0.50557  -0.45
13 O 2.68657 -1.95761 0.76947  -0.28
14 C -0.70234 0.03406 1.27052  2.84
15 C -0.37292 -0.41809 2.71813  -1.81
16 C 0.74467 0.24323 3.47120  -0.46
17 F 2.00821 0.04043 2.88992  -0.30
18 C -0.22235 1.46787 1.04645  -2.11
19 C -0.47626 2.02580 -0.35831  -0.52
20 C 0.68672 2.83861 -0.92919  1.20
21 C 1.08380 4.00014 -0.02711  -1.74
22 C 0.30204 3.34228 -2.31976  -1.84
23 O -2.10416 -0.01497 1.14219  -0.70
24 H -3.35256 -6.35044 -0.87769  0.30
25 H -2.95909 -5.54234 -2.39531  0.35
26 H -4.36673 -5.01735 -1.47862  0.32
27 H -2.06838 -3.64379 -1.36698  0.10
28 H -1.67549 -4.84211 -0.12557  0.35
29 H -3.11301 -2.44251 1.86415  0.27
30 H -1.60674 -2.88878 1.07822  0.29
31 H -3.33582 -1.80652 -1.22650  0.16
32 H -4.30839 -0.37848 1.49674  0.26
33 H -4.97701 -1.51365 0.53874  0.26
34 H -2.85238 1.43323 -0.80145  -0.03
35 H -2.24980 0.43915 -2.13193  0.14
36 H -4.81475 -0.44370 -2.13309  0.29
37 H -5.08213 1.17386 -1.46156  0.25
38 H -4.30960 0.99163 -3.02867  0.41
39 H 0.00729 -1.92616 0.77148  0.54
40 H 1.04549 -0.43705 -1.47496  0.19
41 H 1.74559 0.07007 0.08249  0.36
42 H 2.83765 -2.90943 0.79032  0.28
43 H -0.23706 -1.50079 2.74969  0.35
44 H -1.27689 -0.19085 3.29011  0.44
45 H 0.80086 -0.18470 4.47544  0.45
46 H 0.58524 1.31616 3.58850  0.32
47 H -0.72422 2.09085 1.79222  0.52
48 H 0.84882 1.51327 1.25462  0.62
49 H -1.36017 2.66832 -0.35174  0.74
50 H -0.68918 1.20083 -1.03923  -0.42
51 H 1.54909 2.17393 -1.05182  0.06
52 H 0.20753 4.59872 0.23260  0.33
53 H 1.79006 4.65395 -0.54543  0.47
54 H 1.58027 3.66815 0.88499  0.32
55 H 1.15252 3.77001 -2.84825  0.44
56 H -0.50034 4.08036 -2.23319  0.40
57 H -0.10823 2.51288 -2.89683  0.26
58 C 1.80058 -0.01780 -6.02593  -0.43
59 C 0.97113 1.24165 -6.19350  0.32
60 O 1.32294 1.98579 -5.04738  -0.24
61 C 2.57157 1.60678 -4.65314  0.70
62 O 3.25070 2.19194 -3.88262  -0.49
63 O 2.92921 0.46706 -5.29669  -0.35
64 F -0.35757 0.99370 -6.18076  -0.28
65 H 1.25636 -0.74816 -5.42526  0.28
66 H 2.12533 -0.46372 -6.96113  0.27
67 H 1.20339 1.82816 -7.08518  0.22
68 C 4.64870 -0.23603 4.96786  -0.33
69 C 3.61629 0.52282 5.77375  0.52
70 O 4.38338 1.02927 6.85204  -0.35
71 C 5.67587 1.14635 6.43419  0.58
72 O 6.52260 1.73492 7.01727  -0.51
73 O 5.84281 0.50320 5.25725  -0.33
74 F 2.64788 -0.28592 6.26635  -0.30
75 H 4.75654 -1.25579 5.33947  0.26
76 H 4.43925 -0.24595 3.90257  0.19
77 H 3.14872 1.34617 5.23302  0.27

Force components x, y, z for each atom (eV/Å):
0.1 0.0 -0.2
-0.1 0.1 0.0
-0.1 -0.1 0.2
0.0 0.1 -0.1
-0.4 0.0 0.1
0.2 0.0 0.0
-0.3 0.1 0.2
0.2 0.2 -0.2
0.1 -0.1 -0.2
0.1 -0.2 0.2
0.2 0.1 0.0
0.1 0.1 -0.1
0.0 -0.1 -0.1
-0.3 -0.1 -0.1
-0.1 0.1 -0.2
-0.1 -0.1 0.5
0.0 0.1 0.0
0.0 0.1 -0.1
0.4 0.0 0.1
-0.1 0.0 -0.1
0.3 0.1 -0.2
-0.2 -0.2 0.3
0.1 0.1 0.1
-0.1 0.0 0.1
0.0 -0.1 0.0
0.0 0.0 0.0
0.0 0.1 0.0
0.1 0.0 0.0
0.0 0.1 0.0
0.2 0.0 0.0
0.0 -0.1 0.0
0.0 0.0 0.0
0.0 0.0 0.0
-0.1 -0.1 -0.1
0.1 -0.1 0.0
-0.1 0.0 0.0
-0.1 -0.2 0.1
0.0 0.0 -0.1
0.0 -0.1 0.0
-0.1 0.1 0.0
0.1 0.0 0.0
0.0 -0.1 0.1
0.0 0.0 0.0
0.0 -0.1 0.1
0.0 0.0 0.0
0.2 0.1 -0.2
0.1 0.1 0.1
0.1 0.1 0.1
0.0 -0.1 0.0
0.0 0.1 0.0
0.1 0.0 0.1
0.0 0.0 0.1
0.0 0.0 0.0
-0.1 0.0 0.1
0.0 0.1 0.0
0.1 0.1 0.0
0.1 0.0 -0.2
0.0 0.0 0.0
0.0 -0.1 0.1
0.2 0.2 -0.2
-0.1 -0.1 0.0
0.0 0.0 0.0
0.0 0.0 0.0
0.0 0.0 0.1
0.0 0.0 0.0
0.1 0.0 0.0
-0.1 0.0 0.0
-0.1 0.0 -0.2
0.1 -0.2 0.0
0.0 0.3 -0.1
-0.1 -0.1 0.0
0.0 0.0 0.0
0.0 0.0 0.0
0.0 0.0 0.1
-0.1 0.0 0.0
0.1 0.1 0.0
-0.1 0.0 0.0